Record 1
{"formula": "C13H35NO7S4", "method": "the ωB97M-V functional and the def2-TZVPD basis", "e_lumo_ev": 0.5, "charge": 0, "orbital_gap_ev": 8.95, "multiplicity": 1, "species": ["C", "C", "N", "O", "C", "O", "O", "C", "C", "H", "H", "H", "H", "H", "H", "H", "H", "H", "H", "H", "C", "S", "O", "C", "H", "H", "H", "H", "H", "H", "C", "S", "O", "C", "H", "H", "H", "H", "H", "H", "C", "S", "O", "C", "H", "H", "H", "H", "H", "H", "C", "S", "O", "C", "H", "H", "H", "H", "H", "H"], "coordinates": [[0.472, -1.777, -0.533], [-0.288, -0.320, -0.398], [-1.609, -0.375, 0.345], [-2.597, -0.498, -0.599], [-3.785, 0.250, -0.159], [-3.794, 0.676, 1.130], [-4.968, 0.579, -0.970], [-5.827, -0.591, -1.210], [-6.035, -1.580, 0.081], [0.822, -2.205, 0.517], [-0.201, -2.587, -1.080], [1.448, -1.589, -1.165], [0.472, 0.431, 0.091], [-0.508, 0.053, -1.509], [-1.641, -1.169, 1.024], [-5.487, -1.257, -2.134], [-6.904, -0.174, -1.511], [-5.409, -2.556, -0.098], [-5.875, -1.078, 1.127], [-7.178, -1.925, 0.058], [-3.402, 5.355, 4.434], [-2.440, 4.488, 3.171], [-1.983, 5.509, 2.172], [-3.842, 3.605, 2.444], [-2.728, 6.006, 4.997], [-4.179, 5.961, 3.962], [-3.853, 4.628, 5.114], [-4.592, 4.318, 2.094], [-4.278, 2.935, 3.188], [-3.480, 3.017, 1.597], [0.431, -5.223, -4.327], [0.934, -5.403, -2.599], [0.003, -4.570, -1.769], [2.486, -4.486, -2.760], [-0.546, -5.695, -4.456], [0.358, -4.164, -4.588], [1.160, -5.719, -4.974], [2.286, -3.473, -3.117], [3.147, -5.006, -3.458], [2.964, -4.437, -1.779], [-0.026, 8.473, 2.369], [1.390, 7.716, 3.203], [1.403, 8.218, 4.616], [2.655, 8.632, 2.289], [-0.942, 8.073, 2.810], [-0.003, 9.557, 2.503], [0.001, 8.225, 1.305], [2.513, 9.706, 2.428], [2.594, 8.379, 1.228], [3.637, 8.345, 2.672], [6.430, -7.626, -1.030], [6.193, -5.839, -1.184], [4.833, -5.613, -1.774], [7.406, -5.604, -2.506], [5.737, -8.004, -0.274], [6.224, -8.114, -1.985], [7.455, -7.833, -0.716], [7.140, -6.217, -3.371], [8.399, -5.877, -2.143], [7.405, -4.551, -2.795]], "lowdin_charge": [-0.132, -0.214, -0.097, -0.065, -0.233, -0.029, -0.067, -0.224, -0.105, 0.087, 0.060, 0.075, 0.118, 0.136, 0.143, 0.136, 0.137, 0.088, 0.091, 0.090, -0.276, 0.815, -0.573, -0.271, 0.048, 0.055, 0.051, 0.059, 0.056, 0.030, -0.276, 0.833, -0.580, -0.289, 0.047, 0.056, 0.050, 0.055, 0.044, 0.031, -0.272, 0.803, -0.568, -0.280, 0.036, 0.055, 0.056, 0.054, 0.050, 0.047, -0.269, 0.842, -0.572, -0.269, 0.052, 0.058, 0.053, 0.058, 0.053, 0.051]}

---

Record 2
{"formula": "C19H36ClNO7S", "method": "the ωB97M-V functional and the def2-TZVPD basis", "e_lumo_ev": 0.4, "charge": 0, "orbital_gap_ev": 10.20, "multiplicity": 1, "species": ["O", "C", "C", "C", "C", "C", "C", "Cl", "C", "S", "N", "H", "H", "H", "H", "H", "H", "H", "H", "H", "H", "H", "H", "C", "C", "O", "C", "C", "O", "H", "H", "H", "H", "H", "H", "H", "H", "C", "C", "O", "C", "C", "O", "H", "H", "H", "H", "H", "H", "H", "H", "C", "C", "O", "C", "C", "O", "H", "H", "H", "H", "H", "H", "H", "H"], "coordinates": [[1.551, -0.648, 0.161], [1.097, 0.048, -0.628], [1.725, 0.505, -1.955], [1.682, 2.028, -1.658], [2.959, 2.391, -0.887], [4.121, 2.792, -1.795], [4.988, 1.625, -2.220], [6.083, 2.134, -3.546], [0.311, 2.144, -0.864], [-1.000, 2.671, -2.060], [-0.151, 0.788, -0.523], [1.112, 0.362, -2.833], [2.684, 0.019, -1.960], [1.585, 2.672, -2.515], [3.234, 1.602, -0.195], [2.749, 3.268, -0.283], [3.774, 3.318, -2.670], [4.746, 3.442, -1.206], [4.439, 0.786, -2.608], [5.563, 1.288, -1.370], [0.314, 2.795, -0.009], [-0.490, 3.682, -2.785], [-0.671, 0.452, -1.331], [0.024, -2.799, 1.861], [-1.114, -2.498, 0.910], [-1.289, -3.535, -0.062], [-2.029, -4.641, 0.152], [-2.480, -4.967, 1.559], [-2.258, -5.378, -0.767], [-0.173, -3.698, 2.447], [0.177, -1.966, 2.547], [0.948, -2.971, 1.309], [-2.049, -2.296, 1.434], [-0.883, -1.604, 0.339], [-1.742, -5.619, 2.023], [-3.428, -5.494, 1.497], [-2.637, -4.095, 2.189], [-6.802, 2.266, -5.262], [-5.290, 2.311, -5.178], [-4.811, 3.639, -4.952], [-4.693, 4.191, -3.727], [-5.349, 3.512, -2.547], [-4.128, 5.243, -3.607], [-7.266, 2.573, -4.324], [-7.141, 1.257, -5.499], [-7.157, 2.946, -6.036], [-4.895, 1.623, -4.430], [-4.863, 2.011, -6.133], [-6.349, 3.921, -2.408], [-4.756, 3.716, -1.659], [-5.411, 2.430, -2.641], [3.253, -1.063, 4.119], [2.540, -1.123, 5.454], [1.974, -2.413, 5.694], [2.657, -3.440, 6.241], [4.162, -3.342, 6.367], [2.065, -4.434, 6.555], [4.099, -1.749, 4.084], [3.620, -0.055, 3.923], [2.574, -1.351, 3.315], [3.182, -0.819, 6.283], [1.695, -0.436, 5.448], [4.618, -3.779, 5.480], [4.467, -3.914, 7.239], [4.533, -2.328, 6.502]], "lowdin_charge": [0.185, -0.482, -0.035, -0.301, -0.165, -0.268, -0.588, 0.547, -0.560, 0.779, -0.006, 0.123, 0.104, 0.102, 0.119, 0.114, 0.098, 0.106, 0.046, 0.078, 0.099, -0.128, 0.070, -0.067, -0.229, -0.001, -0.529, 0.011, 0.103, 0.072, 0.077, 0.076, 0.116, 0.089, 0.096, 0.089, 0.069, -0.065, -0.238, -0.004, -0.532, 0.009, 0.102, 0.067, 0.082, 0.084, 0.112, 0.122, 0.095, 0.087, 0.069, -0.058, -0.237, -0.006, -0.527, 0.010, 0.109, 0.070, 0.082, 0.068, 0.112, 0.122, 0.095, 0.090, 0.068]}

---

Record 3
{"formula": "C5H14N3", "method": "the ωB97M-V functional and the def2-TZVPD basis", "e_lumo_ev": -3.2, "charge": 1, "relative_energy_kcal_mol": 23.9, "orbital_gap_ev": 8.70, "multiplicity": 1, "species": ["N", "C", "C", "C", "C", "N", "C", "N", "H", "H", "H", "H", "H", "H", "H", "H", "H", "H", "H", "H", "H", "H"], "coordinates": [[-1.400, 2.807, 0.631], [-0.466, 2.051, 1.420], [0.149, 0.846, 0.706], [-0.862, 0.258, -0.286], [-0.684, -1.133, -0.849], [0.666, -1.267, -1.444], [1.636, -2.061, -1.105], [1.652, -2.830, -0.049], [-0.970, 3.453, -0.008], [-2.209, 3.166, 1.100], [-0.979, 1.654, 2.267], [0.281, 2.663, 1.923], [1.082, 1.045, 0.166], [0.476, 0.121, 1.465], [-0.898, 0.982, -1.104], [-1.868, 0.364, 0.105], [-0.791, -1.897, -0.082], [-1.408, -1.338, -1.633], [0.857, -0.627, -2.202], [2.408, -2.073, -1.823], [2.467, -3.324, 0.228], [0.859, -2.861, 0.575]], "lowdin_charge": [0.003, -0.287, -0.198, -0.208, -0.127, 0.076, -0.129, 0.213, 0.081, 0.078, 0.106, 0.111, 0.103, 0.108, 0.114, 0.118, 0.117, 0.135, 0.171, 0.156, 0.131, 0.128]}